Record 1
{"formula": "C12H13IO8S", "method": "wB97M-V/def2-TZVPD", "total_energy_ev": -47970.1730, "charge": -2, "homo_lumo_gap_ev": 3.8605, "species": ["C", "C", "C", "C", "C", "I", "C", "O", "S", "O", "O", "O", "H", "H", "H", "H", "H", "H", "H", "H", "H", "H", "H", "C", "C", "C", "O", "C", "C", "C", "O", "O", "O", "H", "H"], "coordinates": [[0.678, -2.508, -0.112], [0.197, -1.091, 0.181], [-1.162, -0.726, -0.416], [-1.400, 0.769, -0.183], [-2.332, -1.590, 0.036], [-2.286, -2.085, 2.172], [-2.483, -2.907, -0.727], [-3.879, -3.261, -0.598], [-4.777, -1.973, -0.398], [-5.523, -1.751, -1.587], [-5.480, -2.014, 0.833], [-3.573, -0.942, -0.305], [0.384, -2.815, -1.117], [0.358, -3.241, 0.628], [1.766, -2.501, -0.100], [0.210, -0.856, 1.241], [0.895, -0.399, -0.295], [-1.071, -0.887, -1.495], [-0.631, 1.299, -0.742], [-2.369, 1.112, -0.528], [-1.240, 1.015, 0.864], [-2.255, -2.754, -1.777], [-1.927, -3.707, -0.261], [3.526, 2.631, 1.750], [3.723, 3.920, 1.232], [3.283, 4.131, -0.249], [3.354, 5.255, -0.761], [2.812, 2.996, -0.978], [2.649, 1.717, -0.459], [2.986, 1.530, 1.044], [2.766, 0.425, 1.577], [2.235, 0.705, -1.082], [4.201, 4.891, 1.848], [3.792, 2.430, 2.785], [2.570, 3.184, -2.022]], "atomic_forces_ev_per_a": [[0.305, 0.284, 0.153], [-0.302, -0.142, -0.424], [0.079, 0.360, 0.405], [0.338, -0.169, -0.181], [0.007, -0.224, -0.291], [-0.037, 0.280, -0.140], [-0.174, -0.029, 0.631], [-0.060, -0.136, 0.165], [0.012, 0.030, -0.211], [0.059, 0.279, -0.242], [-0.042, -0.259, 0.221], [-0.152, 0.122, 0.110], [-0.092, -0.173, -0.079], [-0.225, -0.177, -0.041], [0.093, -0.016, 0.052], [0.121, -0.037, 0.139], [0.285, 0.093, 0.155], [-0.215, -0.060, -0.149], [0.109, 0.070, 0.023], [-0.180, 0.035, 0.078], [-0.181, 0.061, 0.162], [0.095, -0.080, -0.139], [0.236, -0.117, -0.232], [-0.008, -0.373, 0.189], [-0.013, 0.217, -0.179], [-0.141, -0.262, -0.267], [0.110, 0.129, 0.159], [0.019, 0.262, -0.208], [0.015, -0.171, 0.316], [0.107, 0.278, 0.284], [-0.077, -0.161, -0.164], [-0.027, 0.158, -0.338], [-0.019, -0.113, 0.019], [0.006, 0.148, 0.016], [-0.051, -0.104, 0.011]]}

Record 2
{"formula": "C42H39As2N5Re", "method": "wB97M-V/def2-TZVPD", "total_energy_ev": -175406.4291, "de_lowest_ev": 0.7917, "charge": 4, "spin_multiplicity": 2, "s_squared": 0.76, "homo_lumo_gap_ev": [4.9463, 5.2636], "species": ["Re", "C", "N", "C", "C", "N", "C", "C", "C", "C", "C", "C", "N", "C", "N", "C", "C", "C", "C", "C", "C", "N", "H", "H", "H", "H", "H", "H", "H", "H", "H", "H", "H", "H", "H", "H", "H", "C", "C", "As", "C", "C", "C", "C", "C", "C", "C", "C", "C", "C", "C", "C", "As", "C", "C", "C", "C", "C", "C", "C", "C", "C", "C", "C", "C", "H", "H", "H", "H", "H", "H", "H", "H", "H", "H", "H", "H", "H", "H", "H", "H", "H", "H", "H", "H", "H", "H", "H", "H"], "coordinates": [[-0.522, -0.528, -0.647], [-2.215, -2.030, -2.792], [-1.223, -2.413, -1.746], [-1.645, -3.455, -0.769], [-1.651, -2.870, 0.598], [-1.234, -1.597, 0.846], [-1.464, -1.338, 2.228], [-1.339, -0.192, 2.993], [-1.667, -0.300, 4.333], [-2.111, -1.511, 4.886], [-2.280, -2.643, 4.111], [-1.953, -2.515, 2.774], [-2.051, -3.435, 1.701], [-2.864, -0.761, -2.387], [-2.349, 0.006, -1.385], [-3.258, 1.094, -1.209], [-3.312, 2.106, -0.266], [-4.365, 2.997, -0.367], [-5.342, 2.870, -1.366], [-5.312, 1.836, -2.285], [-4.253, 0.956, -2.165], [-3.952, -0.235, -2.869], [-1.685, -1.887, -3.734], [-2.950, -2.817, -2.963], [-0.422, -2.783, -2.243], [-2.631, -3.847, -1.019], [-0.950, -4.294, -0.807], [-1.036, 0.748, 2.563], [-1.598, 0.573, 4.971], [-2.347, -1.557, 5.942], [-2.668, -3.565, 4.530], [-2.405, -4.383, 1.777], [-2.583, 2.187, 0.525], [-4.450, 3.805, 0.350], [-6.157, 3.582, -1.404], [-6.083, 1.723, -3.038], [-4.508, -0.621, -3.626], [1.922, 1.581, -1.721], [2.899, 0.474, -1.366], [1.977, -1.130, -0.769], [2.448, -1.516, 1.053], [1.935, -2.700, 1.589], [2.326, -3.098, 2.856], [3.212, -2.305, 3.584], [3.710, -1.125, 3.044], [3.321, -0.712, 1.777], [2.752, -2.577, -1.757], [2.041, -3.463, -2.557], [2.714, -4.474, -3.227], [4.088, -4.594, -3.090], [4.797, -3.697, -2.295], [4.132, -2.685, -1.615], [0.511, 1.810, -0.376], [-0.567, 3.193, -1.115], [-0.866, 4.329, -0.376], [-1.615, 5.336, -0.970], [-2.081, 5.189, -2.272], [-1.792, 4.038, -3.000], [-1.035, 3.032, -2.420], [1.463, 2.493, 1.131], [2.028, 3.755, 0.942], [2.769, 4.316, 1.969], [2.959, 3.616, 3.158], [2.412, 2.352, 3.323], [1.660, 1.780, 2.308], [1.450, 1.395, -2.686], [2.417, 2.547, -1.797], [3.599, 0.780, -0.593], [3.476, 0.185, -2.238], [1.286, -3.340, 0.999], [1.967, -4.031, 3.271], [3.528, -2.619, 4.571], [4.416, -0.526, 3.607], [3.730, 0.201, 1.369], [0.969, -3.382, -2.684], [2.170, -5.161, -3.862], [4.611, -5.392, -3.600], [5.871, -3.787, -2.198], [4.692, -2.009, -0.980], [-0.518, 4.443, 0.643], [-1.829, 6.242, -0.416], [-2.663, 5.981, -2.728], [-2.136, 3.942, -4.023], [-0.790, 2.148, -3.003], [1.898, 4.302, 0.017], [3.197, 5.303, 1.842], [3.545, 4.059, 3.954], [2.569, 1.808, 4.247], [1.265, 0.787, 2.438]], "atomic_forces_ev_per_a": [[-2.125, -0.928, 1.067], [0.141, -0.158, 0.009], [0.250, 0.319, 0.184], [0.024, 0.061, -0.142], [0.122, 0.117, 0.100], [0.475, 0.750, -0.484], [-0.093, -0.151, -0.339], [0.037, 0.039, -0.066], [-0.048, -0.084, 0.109], [0.015, 0.126, 0.082], [-0.098, -0.168, 0.051], [-0.009, -0.242, -0.098], [-0.151, -0.158, 0.480], [0.297, 0.224, 0.509], [0.718, 0.206, -0.266], [0.273, -0.430, -0.026], [-0.024, -0.053, 0.097], [-0.066, 0.023, -0.011], [-0.030, 0.099, 0.060], [-0.142, -0.002, -0.102], [0.029, -0.235, -0.217], [-0.578, 0.398, -0.227], [0.065, -0.018, -0.054], [-0.063, -0.059, 0.024], [0.022, -0.022, 0.033], [-0.085, -0.015, 0.012], [0.056, -0.068, -0.031], [0.118, 0.147, -0.006], [0.017, -0.045, -0.036], [-0.010, 0.026, -0.057], [0.057, 0.043, -0.020], [-0.025, 0.022, 0.034], [0.036, 0.047, 0.047], [0.005, -0.066, -0.050], [0.061, -0.020, 0.001], [0.035, -0.005, 0.057], [-0.030, 0.010, 0.039], [-0.096, -0.025, -0.078], [-0.018, 0.123, 0.027], [0.619, 0.120, -0.487], [-0.466, 0.001, -0.018], [0.133, -0.001, 0.111], [-0.035, -0.016, 0.009], [0.012, 0.027, 0.000], [0.033, -0.005, 0.013], [0.127, -0.151, 0.052], [-0.380, 0.044, -0.016], [0.205, -0.027, -0.026], [-0.126, -0.020, -0.039], [0.109, 0.078, 0.085], [-0.019, -0.041, 0.001], [0.067, -0.186, -0.114], [0.439, -0.111, -0.039], [-0.072, -0.078, -0.098], [-0.112, 0.116, -0.060], [-0.059, 0.022, -0.032], [0.013, 0.007, 0.045], [0.013, -0.018, 0.015], [0.052, 0.192, -0.015], [-0.027, -0.072, -0.036], [0.111, -0.005, 0.175], [0.057, 0.036, 0.052], [0.016, 0.048, -0.020], [0.035, 0.024, 0.077], [-0.093, 0.241, -0.022], [-0.049, -0.008, -0.101], [0.062, 0.107, -0.015], [0.047, 0.064, 0.089], [0.132, -0.064, -0.092], [0.003, -0.028, -0.013], [0.020, 0.042, -0.013], [-0.009, 0.005, -0.046], [-0.018, -0.043, -0.029], [-0.015, 0.017, 0.029], [0.127, -0.067, -0.127], [0.015, -0.009, 0.033], [0.019, 0.031, -0.033], [-0.014, -0.021, 0.003], [0.025, 0.021, 0.002], [0.002, 0.024, -0.010], [-0.021, -0.009, -0.007], [0.046, -0.015, 0.014], [0.002, 0.000, 0.045], [0.011, 0.005, -0.013], [-0.023, 0.029, -0.009], [0.027, -0.043, 0.011], [-0.040, 0.001, -0.025], [0.003, 0.034, -0.026], [-0.164, -0.122, 0.012]]}

Record 3
{"formula": "C6H12O", "method": "wB97M-V/def2-TZVPD", "total_energy_ev": -8461.2331, "de_lowest_ev": 3.1208, "homo_lumo_gap_ev": 9.4072, "species": ["C", "C", "C", "C", "O", "C", "C", "H", "H", "H", "H", "H", "H", "H", "H", "H", "H", "H", "H"], "coordinates": [[-2.250, -1.186, -0.462], [-1.153, -0.139, -0.553], [-1.606, 1.214, 0.018], [-0.069, -0.607, 0.345], [1.020, -0.811, -0.358], [2.143, -0.667, 0.535], [2.619, 0.763, 0.323], [-3.103, -0.889, -1.076], [-1.872, -2.154, -0.809], [-2.565, -1.300, 0.581], [-0.790, -0.011, -1.583], [-1.897, 1.114, 1.070], [-2.464, 1.580, -0.553], [-0.815, 1.973, -0.034], [1.684, -0.879, 1.505], [2.922, -1.395, 0.302], [1.771, 1.458, 0.335], [3.084, 0.850, -0.662], [3.341, 1.086, 1.074]], "atomic_forces_ev_per_a": [[-0.198, -0.115, -0.073], [-0.107, -0.071, -0.001], [-0.070, 0.099, -0.026], [0.036, 0.227, -0.454], [-0.422, 0.223, 0.387], [0.418, 0.011, 0.172], [0.133, 0.028, 0.044], [-0.043, -0.115, 0.058], [-0.197, 0.087, -0.004], [-0.032, 0.010, -0.188], [-0.162, -0.064, 0.028], [0.032, -0.046, -0.206], [0.067, 0.002, 0.059], [-0.124, -0.179, -0.037], [0.646, 0.273, 0.140], [-0.117, -0.038, -0.189], [0.136, -0.207, 0.182], [-0.004, -0.003, 0.094], [0.009, -0.120, 0.013]]}

Record 4
{"formula": "C10H16O", "method": "wB97M-V/def2-TZVPD", "total_energy_ev": -12676.6150, "de_lowest_ev": 1.1098, "homo_lumo_gap_ev": 9.2428, "species": ["C", "C", "C", "C", "C", "C", "C", "C", "O", "H", "H", "H", "H", "H", "H", "H", "H", "H", "H", "C", "C", "H", "H", "H", "H", "H", "H"], "coordinates": [[1.509, -0.804, 1.492], [1.535, -1.564, 2.821], [0.106, -0.353, 1.129], [-0.690, -1.310, 0.441], [-0.481, 0.851, 1.447], [-1.966, -1.011, 0.036], [-1.778, 1.164, 1.039], [-2.497, 0.264, 0.288], [-3.717, 0.632, -0.200], [2.192, 0.049, 1.549], [1.894, -1.334, 0.628], [1.057, -2.539, 2.762], [-0.348, -2.339, 0.538], [0.073, 1.540, 2.081], [-2.693, -1.752, -0.288], [-2.238, 2.093, 1.324], [-4.219, -0.156, -0.457], [0.963, -0.962, 3.543], [2.526, -1.569, 3.265], [1.105, 0.585, -3.439], [1.070, 1.715, -2.408], [2.071, 0.510, -3.927], [0.987, -0.388, -2.956], [0.377, 0.758, -4.228], [1.477, 1.368, -1.461], [0.027, 1.985, -2.289], [1.658, 2.567, -2.729]], "atomic_forces_ev_per_a": [[-0.167, 0.807, 0.111], [-0.297, 0.958, 0.272], [-0.274, -1.079, -0.937], [0.279, 0.236, 1.388], [0.287, 0.165, 0.264], [-0.783, 0.294, 0.412], [0.246, 0.062, 0.032], [0.366, -0.356, -0.341], [-0.422, -0.191, 0.179], [-0.220, 0.202, 0.233], [0.093, -0.628, 0.079], [0.255, -0.130, 0.035], [0.020, 0.039, -0.778], [-0.102, 0.106, -0.205], [0.417, -0.212, -0.381], [-0.071, 0.291, -0.015], [0.253, 0.294, 0.016], [-0.106, -0.231, -0.188], [0.252, -0.607, -0.225], [0.646, -0.050, 0.094], [-0.038, -0.633, -0.272], [0.264, 0.136, -0.116], [-0.512, 0.064, -0.153], [-0.176, -0.266, 0.023], [-0.084, 0.099, 0.150], [-0.039, 0.367, 0.406], [-0.087, 0.262, -0.085]]}